One molecule with the formula C4H7NO. Source: the Open Molecules 2025 dataset; level of theory: ωB97M-V/def2-TZVPD.

Electronic energy ... -286.48700 a.u.
HOMO-LUMO gap ... 10.21 eV
SMILES ... O[C@H]1CN2C[C@@H]12
HOMO level ... -9.311 eV

Each line ends with the Mulliken charge.
Atoms and positions in Å:
O 1.036 -1.597 1.092  -0.55
C 0.102 -1.068 0.156  0.03
C -1.393 -0.087 -0.030  -0.51
N -0.620 0.799 -0.901  -0.48
C 0.364 1.362 -0.009  -0.19
C 0.648 0.054 -0.655  -0.36
H 1.777 -0.989 1.251  0.35
H -0.260 -1.968 -0.314  0.29
H -1.897 0.456 0.782  0.28
H -2.185 -0.556 -0.650  0.29
H 0.104 1.386 1.049  0.20
H 0.862 2.240 -0.400  0.27
H 1.461 -0.032 -1.372  0.37

=====

An isolated ion of composition C5H12NO and charge +1. Source: the Open Molecules 2025 dataset; level of theory: ωB97M-V/def2-TZVPD.

Electronic energy ... -327.40112 a.u.
HOMO-LUMO gap ... 8.96 eV
Charge ... +1
SMILES ... C=[NH+]CCCCO
HOMO level ... -14.146 eV

Each line ends with the Mulliken charge.
Atoms and positions in Å:
C 0.331 0.176 -2.842  -0.14
N 0.128 -0.040 -1.548  0.03
C 1.090 -0.263 -0.460  -0.82
C 0.653 -1.265 0.624  -0.49
C -0.633 -0.847 1.338  -0.56
C -0.626 0.551 1.868  -0.51
O -0.828 1.436 0.776  -0.51
H -0.433 0.295 -3.509  0.30
H 1.308 0.314 -3.280  0.27
H -0.847 0.141 -1.307  0.30
H 1.947 -0.488 -0.953  0.56
H 1.328 0.769 -0.025  0.32
H 0.608 -2.308 0.059  0.29
H 1.503 -1.159 1.369  0.28
H -0.682 -1.563 2.202  0.33
H -1.538 -1.128 0.779  0.35
H -1.461 0.558 2.624  0.35
H 0.231 0.939 2.405  0.36
H -1.119 2.308 1.100  0.30